11 unconnected molecules or ions with the total composition C30H58Br20O4S. Source: OMol25; level of theory: the ωB97M-V functional and the def2-TZVPD basis.

Geometry as XYZ:
```
113
Properties=species:S:1:pos:R:3:forces:R:3
C -2.69234 -0.76078 -4.11711 -0.19 -0.51 -0.18
C -1.60361 -1.70966 -4.66156 0.04 -0.12 -0.23
C -2.19535 -2.83488 -5.54769 0.13 0.12 -0.13
C -0.45522 -0.99312 -5.41463 -0.28 -0.04 0.31
C -0.08183 0.41048 -4.88069 0.29 0.06 -0.63
C -0.57305 1.50825 -5.84496 0.22 0.07 0.10
C 1.42988 0.55349 -4.64931 -0.01 -0.12 -0.02
O 1.63832 0.50329 -3.22674 0.12 0.26 -0.12
C 2.75797 1.11490 -2.73447 0.56 -0.12 0.33
O 2.71026 2.54223 -2.88719 -0.67 -0.17 -0.35
C 1.94884 2.95290 -1.83021 -0.62 0.50 0.10
O 1.04286 3.73409 -1.87710 1.16 -0.26 0.17
O 2.37528 2.28235 -0.73299 -0.49 -0.16 -0.11
C 2.75750 0.96473 -1.18763 0.24 0.06 -0.22
S 1.55152 -0.26620 -0.70200 -0.13 -0.19 -0.01
H -3.67474 -1.00858 -4.52811 0.09 0.03 -0.01
H -2.78719 -0.89686 -3.04309 0.09 0.28 0.05
H -2.51993 0.28847 -4.34417 0.05 0.04 0.11
H -1.14651 -2.21674 -3.80565 0.02 0.22 0.06
H -2.20019 -3.80100 -5.03751 -0.11 0.08 -0.03
H -3.21581 -2.59884 -5.86020 0.05 -0.07 0.07
H -1.61451 -2.95833 -6.46785 0.03 -0.07 0.12
H 0.41521 -1.65649 -5.37255 -0.04 0.05 -0.04
H -0.71763 -0.91717 -6.47480 -0.05 0.07 0.04
H -0.54993 0.56976 -3.90730 0.14 -0.02 0.00
H -0.04923 2.45384 -5.67734 -0.12 -0.02 0.11
H -1.63911 1.70624 -5.72987 -0.02 -0.13 -0.10
H -0.38168 1.21710 -6.88199 -0.07 0.03 0.05
H 1.82390 1.48765 -5.05841 -0.11 0.06 0.20
H 1.99110 -0.26833 -5.10811 -0.01 0.03 0.06
H 3.69416 0.77908 -3.18819 -0.12 0.00 -0.13
H 3.76302 0.74278 -0.83694 -0.12 0.09 0.23
H 1.87121 -0.26774 0.59941 0.16 0.09 0.02
Br -5.20573 -1.26137 -1.82868 -0.27 -0.02 0.02
C -6.73922 -0.08166 -1.97488 0.07 -0.09 0.07
C -7.69723 -0.54206 -3.03937 -0.03 0.09 -0.10
Br -7.02777 -0.17711 -4.83103 0.01 -0.05 0.02
H -6.35230 0.91415 -2.16687 -0.04 0.03 -0.02
H -7.22193 -0.10104 -1.00045 -0.03 -0.02 0.01
H -8.64035 -0.00533 -2.96395 0.01 0.02 0.01
H -7.88082 -1.61006 -2.98961 -0.01 -0.02 0.03
Br 2.99972 -0.68547 2.97941 0.07 -0.01 0.17
C 1.53638 -1.87647 3.47008 0.02 0.02 -0.23
C 0.47190 -1.16150 4.25384 -0.01 -0.06 0.13
Br 1.02463 -0.84371 6.09066 -0.02 0.02 0.02
H 1.97842 -2.70298 4.01499 -0.01 -0.03 0.05
H 1.13132 -2.24231 2.52870 -0.04 0.01 0.00
H -0.42201 -1.77830 4.31536 0.00 -0.03 -0.05
H 0.21903 -0.19581 3.82894 0.00 0.00 -0.04
Br 0.03065 6.09928 -4.71559 0.02 -0.03 -0.06
C 1.82434 6.13669 -3.97486 -0.12 -0.01 0.07
C 2.55701 7.40219 -4.32752 0.12 -0.01 -0.06
Br 3.14930 7.41222 -6.18271 -0.02 0.01 0.01
H 2.32977 5.24931 -4.34208 0.03 -0.01 0.02
H 1.69522 6.05689 -2.89842 0.00 0.00 0.00
H 3.46117 7.49626 -3.72896 0.00 0.00 0.01
H 1.94436 8.28739 -4.19557 -0.02 0.01 0.02
Br -8.09572 -0.08524 1.74507 -0.09 -0.04 0.01
C -10.00439 0.07408 1.41302 0.11 0.05 0.06
C -10.72522 -1.22078 1.67416 -0.05 -0.07 -0.12
Br -10.40073 -2.51476 0.25917 0.03 0.00 0.04
H -10.11722 0.39998 0.38412 -0.03 0.02 -0.01
H -10.35771 0.85453 2.08256 -0.02 -0.03 0.03
H -11.80060 -1.06087 1.68964 0.00 0.02 -0.01
H -10.41060 -1.68664 2.60185 0.00 0.01 0.03
Br -4.62083 -3.60517 1.09410 -0.12 0.06 0.03
C -4.63804 -5.26840 0.09728 0.04 0.09 0.08
C -3.30338 -5.52653 -0.55175 0.01 -0.01 -0.13
Br -3.01166 -4.36555 -2.08608 0.04 0.03 0.03
H -5.43870 -5.18623 -0.63082 -0.01 -0.03 -0.03
H -4.87283 -6.05268 0.81311 0.04 -0.02 0.00
H -3.25313 -6.54349 -0.93384 -0.02 -0.01 -0.02
H -2.47778 -5.35013 0.12996 -0.02 -0.04 0.01
Br -1.91139 -0.84803 0.02034 -0.12 -0.03 0.04
C -2.31576 1.05102 -0.10242 0.16 -0.06 0.05
C -3.01062 1.54861 1.14015 -0.07 -0.07 -0.10
Br -4.86286 0.95570 1.20067 0.08 0.10 0.12
H -2.92236 1.18002 -0.99389 -0.03 -0.02 -0.02
H -1.35827 1.55156 -0.23477 0.04 0.00 0.02
H -3.04330 2.63516 1.15974 0.01 0.00 -0.06
H -2.53631 1.18006 2.04360 0.02 0.02 0.03
Br 5.37449 -1.71077 7.59238 -0.08 -0.03 0.00
C 4.87364 -0.02204 6.76895 0.09 -0.09 -0.03
C 5.70158 1.11877 7.29582 -0.06 0.09 0.08
Br 5.16126 1.64008 9.08892 0.03 -0.03 -0.01
H 3.81338 0.11266 6.95164 -0.02 0.03 -0.01
H 5.04059 -0.15542 5.70253 0.01 0.01 -0.01
H 5.56239 2.00171 6.67646 -0.02 -0.01 -0.02
H 6.75658 0.87053 7.34976 0.02 -0.01 -0.02
Br 9.53973 -1.92467 8.58498 0.02 0.03 0.04
C 9.21869 -3.05059 10.13689 0.01 -0.01 -0.14
C 7.78053 -3.00554 10.57991 -0.03 0.06 0.14
Br 7.35482 -1.34997 11.50073 -0.02 0.01 -0.07
H 9.89740 -2.71362 10.91300 0.00 0.00 0.03
H 9.48847 -4.05748 9.82726 -0.03 -0.02 0.00
H 7.58258 -3.80014 11.29549 0.03 -0.02 0.00
H 7.09019 -3.08379 9.74640 0.00 -0.01 -0.03
Br 6.75394 8.95405 -3.36967 -0.02 -0.01 -0.06
C 6.69249 7.49232 -4.65274 -0.04 0.05 0.14
C 8.01529 6.78325 -4.76195 0.06 0.01 -0.12
Br 9.31532 7.81842 -5.76968 0.00 0.00 0.05
H 6.36735 7.91708 -5.59584 -0.01 -0.01 -0.03
H 5.92893 6.81188 -4.28287 0.02 -0.04 -0.02
H 7.89643 5.84961 -5.30657 -0.03 0.00 -0.01
H 8.45845 6.58713 -3.79144 -0.02 -0.02 0.03
Br -1.37421 -4.61152 2.76022 0.12 -0.01 0.08
C -1.43357 -5.75314 4.33510 -0.06 0.09 -0.06
C -0.53575 -5.24667 5.43168 0.12 -0.07 0.05
Br 1.33846 -5.60306 5.05800 -0.01 0.08 -0.03
H -1.16075 -6.75064 4.00790 0.02 -0.02 0.02
H -2.47103 -5.74564 4.66053 -0.01 0.03 0.02
H -0.74944 -5.75978 6.36608 -0.03 -0.02 -0.01
H -0.62785 -4.17540 5.58069 -0.02 0.02 0.02
```
Positions in Å, forces in eV/Å.

Results
Electronic energy: -53357.33265 Eh
Strongest force on any atom: 1.206 eV/A
2S+1: 1
Structure (SMILES): CC(C)C[C@H](C)CO[C@H]1OC(=O)O[C@H]1S.BrCCBr.BrCCBr.BrCCBr.BrCCBr.BrCCBr.BrCCBr.BrCCBr.BrCCBr.BrCCBr.BrCCBr
Net charge: 0

Here are the Mulliken charges for atoms 1 to 99, given in e: number 1, C, carries -0.638; number 2, C, carries 1.183; number 3, C, carries -1.480; number 4, C, carries -1.632; number 5, C, carries 1.576; number 6, C, carries -1.657; number 7, C, carries -1.340; number 8, O, carries -0.146; number 9, C, carries -0.064; number 10, O, carries -0.315; number 11, C, carries 0.636; number 12, O, carries -0.496; number 13, O, carries -0.323; number 14, C, carries -0.111; number 15, S, carries 0.040; number 16, H, carries 0.409; number 17, H, carries -0.384; number 18, H, carries 0.114; number 19, H, carries 0.263; number 20, H, carries 0.251; number 21, H, carries 0.341; number 22, H, carries 0.422; number 23, H, carries 0.334; number 24, H, carries 0.485; number 25, H, carries -0.051; number 26, H, carries 0.382; number 27, H, carries 0.339; number 28, H, carries 0.386; number 29, H, carries 0.482; number 30, H, carries 0.242; number 31, H, carries 0.354; number 32, H, carries 0.452; number 33, H, carries -0.177; number 34, Br, carries 0.042; number 35, C, carries -0.044; number 36, C, carries -0.617; number 37, Br, carries -0.181; number 38, H, carries 0.383; number 39, H, carries -0.265; number 40, H, carries 0.390; number 41, H, carries 0.338; number 42, Br, carries -0.120; number 43, C, carries -0.443; number 44, C, carries -0.402; number 45, Br, carries -0.136; number 46, H, carries 0.285; number 47, H, carries 0.297; number 48, H, carries 0.193; number 49, H, carries 0.407; number 50, Br, carries -0.148; number 51, C, carries -0.535; number 52, C, carries -0.549; number 53, Br, carries -0.157; number 54, H, carries 0.306; number 55, H, carries 0.325; number 56, H, carries 0.292; number 57, H, carries 0.461; number 58, Br, carries -0.115; number 59, C, carries -0.646; number 60, C, carries -0.548; number 61, Br, carries -0.136; number 62, H, carries 0.345; number 63, H, carries 0.361; number 64, H, carries 0.350; number 65, H, carries 0.361; number 66, Br, carries -0.134; number 67, C, carries -0.627; number 68, C, carries -0.389; number 69, Br, carries -0.055; number 70, H, carries 0.390; number 71, H, carries 0.374; number 72, H, carries 0.391; number 73, H, carries 0.057; number 74, Br, carries -0.051; number 75, C, carries -0.496; number 76, C, carries -0.603; number 77, Br, carries -0.110; number 78, H, carries 0.333; number 79, H, carries 0.233; number 80, H, carries 0.437; number 81, H, carries 0.280; number 82, Br, carries -0.089; number 83, C, carries -0.412; number 84, C, carries -0.519; number 85, Br, carries -0.146; number 86, H, carries 0.197; number 87, H, carries 0.255; number 88, H, carries 0.368; number 89, H, carries 0.365; number 90, Br, carries -0.128; number 91, C, carries -0.603; number 92, C, carries -0.403; number 93, Br, carries -0.101; number 94, H, carries 0.372; number 95, H, carries 0.344; number 96, H, carries 0.337; number 97, H, carries 0.139; number 98, Br, carries -0.125; number 99, C, carries -0.425